No. 1
C21H46BFN3O4P | ωB97M-V with the def2-TZVPD basis set

Positions of all 77 atoms, in Å:
N -2.212136 2.636815 -0.704377
P -1.752850 4.110468 -0.671636
O -0.170461 4.294633 -0.921742
O -2.408956 5.012116 -1.846838
B -2.248138 4.971621 0.967526
C -1.347181 6.064932 1.638671
C -0.652898 5.623925 2.946266
C -0.370314 4.144545 3.044095
F 0.432234 3.762439 1.969664
H -1.466447 1.989935 -0.925757
H 0.212814 5.050743 -0.473330
H -1.747190 5.592592 -2.221644
H -3.271389 4.600075 1.437771
H -0.610411 6.454742 0.933965
H -2.003904 6.905198 1.876488
H -1.240950 5.904658 3.818867
H 0.302730 6.141035 3.034004
H 0.162887 3.915136 3.965673
H -1.277521 3.539687 3.022008
C 2.046315 2.028965 -1.178165
C 2.466352 0.568733 -0.891312
C 3.987073 0.399111 -0.900341
C 4.604363 0.461276 -2.294551
C 3.925640 -0.538430 -3.228047
C 2.408257 -0.361938 -3.286617
N 1.864024 -0.368318 -1.891547
O 1.688943 -1.550945 -1.429104
C 2.053659 0.932414 -4.033246
C 1.773220 -1.514181 -4.048899
C 1.933474 0.203430 0.487068
H 2.867239 2.643995 -1.551515
H 1.234961 2.082402 -1.897750
H 1.672999 2.499943 -0.272653
H 4.233932 -0.567925 -0.451224
H 4.419606 1.165970 -0.254347
H 4.535608 1.474170 -2.701020
H 5.669495 0.232659 -2.228908
H 4.322629 -0.446946 -4.241159
H 4.152271 -1.554227 -2.889826
H 0.982085 1.127094 -3.980154
H 2.321846 0.818725 -5.083352
H 2.579100 1.808262 -3.661911
H 2.057145 -2.479508 -3.637962
H 2.102287 -1.473109 -5.087059
H 0.685501 -1.440821 -4.028936
H 0.843035 0.242864 0.508231
H 2.316921 0.927502 1.205483
H 2.247149 -0.790039 0.799051
C -3.137546 -2.903274 -0.299320
C -2.335711 -2.234079 0.844470
C -0.836042 -2.239042 0.546272
C -0.180087 -3.608819 0.675943
C -0.478214 -4.219981 2.043467
C -1.974365 -4.286553 2.351042
N -2.574492 -2.928882 2.150291
O -2.410020 -2.162759 3.165970
C -2.647653 -5.348299 1.469202
C -2.196392 -4.694259 3.798982
C -2.811485 -0.793698 0.966721
H -2.499297 -3.456166 -0.989288
H -3.894891 -3.584481 0.080591
H -3.665455 -2.149497 -0.881009
H -0.339405 -1.549236 1.235408
H -0.675169 -1.842338 -0.457272
H -0.515874 -4.273898 -0.124871
H 0.897541 -3.500352 0.545232
H -0.065653 -5.229241 2.111704
H 0.015343 -3.623249 2.817004
H -3.730410 -5.325845 1.597095
H -2.295324 -6.334202 1.771911
H -2.424936 -5.240908 0.411128
H -1.666002 -4.044407 4.489868
H -1.832588 -5.712475 3.937285
H -3.256554 -4.669098 4.052783
H -3.864095 -0.750807 1.250623
H -2.693378 -0.306882 -0.000675
H -2.236896 -0.233700 1.699539

Cartesian forces, eV/Å:
0.3 0.2 0.4
-0.5 -0.7 0.1
0.1 0.2 -0.3
-0.1 0.0 0.2
0.0 0.0 -0.2
-0.1 -0.1 -0.1
0.2 0.0 0.0
-0.1 0.1 0.2
0.1 -0.1 -0.1
-0.1 -0.3 -0.2
0.2 0.1 0.2
0.2 0.3 -0.4
0.0 0.0 0.1
0.2 0.0 0.0
0.0 0.1 0.0
-0.1 0.0 0.0
0.0 0.1 0.1
0.1 -0.1 0.0
-0.1 -0.1 -0.2
0.0 -0.1 -0.1
-0.3 0.6 0.2
0.2 -0.1 -0.1
-0.1 0.0 0.0
0.2 0.0 0.1
-0.3 0.3 -0.4
0.8 -0.5 0.2
-0.3 0.0 -0.1
0.0 0.0 0.1
0.0 -0.2 0.0
0.0 -0.1 0.1
0.0 -0.1 -0.1
0.0 0.0 0.0
0.1 0.0 0.1
-0.1 0.0 0.0
0.0 0.0 0.0
0.0 0.0 0.0
0.0 0.0 0.0
0.0 0.0 0.0
-0.1 0.0 0.0
0.0 0.0 0.0
0.0 -0.1 0.0
0.0 0.0 0.0
0.0 0.0 0.1
0.0 0.0 0.0
0.0 0.0 0.0
0.0 0.0 0.0
0.0 0.1 0.0
0.0 0.0 0.0
0.0 -0.1 0.1
-0.4 0.0 -0.5
0.3 -0.1 0.0
-0.1 0.0 0.0
0.2 0.1 -0.1
-0.3 -0.5 -0.1
0.8 0.3 0.2
-0.3 0.0 0.0
0.0 0.1 -0.1
0.0 0.0 0.2
0.0 0.1 0.1
0.0 0.0 0.0
0.0 0.0 0.0
0.1 0.1 0.0
-0.1 0.0 0.1
0.0 0.0 0.0
0.0 0.0 0.0
0.0 0.0 0.0
0.0 0.0 0.0
-0.1 0.0 0.0
0.0 0.0 0.0
0.0 0.0 0.1
0.0 0.0 0.0
0.0 0.0 0.0
0.0 0.0 0.0
0.0 0.0 0.0
0.0 0.0 0.0
0.0 0.0 0.0
0.0 0.0 0.0

Results
net charge: 0
HOMO energy (spin up / spin down): -7.7 / -8.8 eV
E_tot: -1758.9532 Eh
E_LUMO (spin up / spin down): -0.33 / -0.33 eV
⟨S²⟩: 2.01
multiplicity: 3

=====

No. 2
C21H46BrMnNO3SbSi4 | ωB97M-V with the def2-TZVPD basis set

Positions of all 78 atoms, in Å:
Mn 0.112610 1.418554 0.696668
O -2.557827 3.896363 -0.235487
N -1.687159 3.115234 0.097038
O -1.429757 2.840555 1.296083
O -0.979572 2.489528 -0.753030
Br 6.190278 4.480116 1.337002
C 4.543024 3.489483 1.225701
C 4.566890 2.149800 0.899341
C 3.367633 1.457395 0.827798
C 2.113736 2.046365 1.077319
C 2.172688 3.412115 1.419757
C 3.354089 4.134340 1.487318
H 5.507504 1.653059 0.703546
H 3.414099 0.407347 0.567241
H 1.264844 3.961410 1.659658
H 3.342519 5.184713 1.741971
C -0.675772 -0.155512 -6.167025
C -1.613648 0.643783 -5.289602
Sb -1.052587 0.954441 -3.163296
C 0.762618 -0.303785 -3.115638
C 1.767048 0.211128 -2.107197
C 0.121858 2.783875 -3.467462
C 0.935718 2.833689 -4.742973
H -1.071655 -0.226355 -7.182576
H -0.562714 -1.163637 -5.779709
H 0.306899 0.305980 -6.226210
H -2.585015 0.146640 -5.253693
H -1.789889 1.632798 -5.718531
H 1.200138 -0.340756 -4.113016
H 0.444976 -1.310150 -2.845065
H 2.311103 1.073177 -2.485452
H 2.497985 -0.554111 -1.846373
H 1.257713 0.517297 -1.160588
H 0.764801 2.847597 -2.590386
H -0.573573 3.619395 -3.417766
H 1.640985 2.006070 -4.792698
H 1.506091 3.761750 -4.791984
H 0.286773 2.787125 -5.615379
C -3.734510 -0.642939 -0.253010
Si -2.363411 -1.899037 0.219771
C -3.217340 -3.225163 1.325664
C -1.966072 -2.814170 -1.421718
Si -0.436124 -0.785616 1.200858
Si 1.033461 -2.631175 1.737588
C 0.487027 -4.106305 2.851499
C 1.670921 -3.459444 0.119894
C 2.562200 -1.885048 2.641599
Si -1.388071 -0.089457 3.487698
C -1.642379 -1.381376 4.886706
C -3.028786 0.891243 3.399276
C -0.033147 1.133497 4.075752
H -4.614076 -1.108885 -0.692977
H -3.350442 0.074214 -0.977625
H -4.063268 -0.082323 0.616279
H -4.109212 -3.635847 0.859067
H -3.507901 -2.810293 2.285278
H -2.542018 -4.050856 1.522707
H -2.794656 -3.427487 -1.766910
H -1.103680 -3.462739 -1.306204
H -1.741093 -2.099416 -2.210268
H -0.396791 -4.600919 2.460503
H 0.243929 -3.766471 3.853321
H 1.271153 -4.855196 2.939948
H 1.029083 -4.280216 -0.186899
H 2.678562 -3.854401 0.212339
H 1.678681 -2.735389 -0.687669
H 2.552284 -2.121858 3.702162
H 2.537373 -0.801288 2.552780
H 3.515696 -2.221362 2.241214
H -2.347758 -2.148766 4.589875
H -2.023176 -0.921321 5.794427
H -0.708635 -1.872290 5.135525
H -3.830234 0.291451 2.977312
H -2.895046 1.764986 2.769491
H -3.360660 1.242501 4.374622
H 0.872463 0.615961 4.379613
H -0.339470 1.779579 4.894606
H 0.229666 1.776808 3.220599

Cartesian forces, eV/Å:
1.1 0.8 0.1
0.5 -0.4 0.2
-0.8 0.5 -0.4
0.0 0.2 0.5
0.0 0.5 -0.2
-0.2 -0.2 0.0
0.3 0.2 0.0
0.2 -0.1 0.0
-0.5 0.0 0.0
0.1 0.6 -0.2
0.0 -0.2 0.0
0.1 0.2 0.1
0.0 0.0 0.0
0.0 -0.1 -0.1
-0.1 0.0 -0.1
0.0 0.1 0.0
0.0 0.1 -0.1
-0.1 0.1 0.5
0.4 -0.2 -0.8
-0.5 0.1 -0.2
-0.3 0.2 0.6
-0.3 -0.4 0.1
-0.1 0.0 0.1
0.0 -0.1 -0.1
0.1 -0.2 0.0
0.2 0.0 0.0
0.0 0.0 0.1
0.0 0.1 0.1
0.0 -0.1 -0.1
-0.1 -0.1 -0.1
0.0 0.2 0.1
0.1 0.0 0.1
0.6 -0.3 -0.6
0.0 0.1 0.1
-0.1 0.0 0.1
0.1 -0.1 -0.1
0.1 0.1 -0.1
0.0 0.0 -0.2
0.5 -0.2 0.2
-0.4 0.0 -0.2
0.4 0.5 -0.2
0.1 0.3 0.5
-1.7 -2.7 1.4
0.6 -0.1 0.1
-0.2 0.6 -0.4
-0.3 0.4 0.4
-0.5 0.0 -0.3
0.4 0.0 -0.2
0.2 0.3 -0.6
0.5 -0.3 -0.2
-0.4 -0.1 -0.5
-0.1 -0.3 0.0
0.1 0.1 0.0
-0.1 0.1 0.2
-0.2 0.0 -0.2
0.0 0.1 0.2
0.2 -0.2 0.1
-0.3 -0.1 0.1
0.2 -0.2 0.0
0.1 0.1 -0.1
-0.2 -0.1 -0.1
-0.1 0.1 0.2
0.3 0.0 -0.1
-0.2 -0.1 0.0
0.2 -0.1 0.2
0.0 0.2 -0.2
-0.1 -0.1 0.2
0.1 0.2 0.0
0.1 -0.2 -0.1
-0.2 -0.2 -0.1
-0.1 0.3 0.1
0.3 -0.1 0.0
-0.1 -0.1 -0.1
0.0 0.1 -0.2
0.1 -0.1 0.3
0.2 -0.1 0.0
-0.2 0.1 0.2
0.1 0.0 0.4

Results
net charge: -1
HOMO energy (spin up / spin down): -4.5 / -5.2 eV
E_tot: -6231.4683 Eh
E_LUMO (spin up / spin down): 2.56 / 2.56 eV
⟨S²⟩: 8.76
multiplicity: 6
energy relative to the best compared isomer or geometry (same formula, charge and spin): 28.1 kcal per mole

=====

No. 3
C21H46F8N11O19S8 | ωB97M-V with the def2-TZVPD basis set

Positions of all 113 atoms, in Å:
C -4.694983 3.047330 0.593679
C -4.648363 1.825540 -0.288061
N -5.480873 2.081540 -1.469801
C -5.364463 3.178310 -2.327451
C -6.458173 3.225090 -3.153761
N -7.264223 2.213440 -2.778741
C -6.741993 1.538650 -1.656631
C -8.586573 2.020350 -3.354241
H -4.485643 3.989770 0.087639
H -4.178233 2.953610 1.548809
H -5.655573 3.335800 1.020449
H -4.985033 0.897860 0.174689
H -3.618023 1.689030 -0.616501
H -4.512103 3.835120 -2.235421
H -6.841583 4.024890 -3.769971
H -7.178343 0.696230 -1.140571
H -9.215923 1.383480 -2.732621
H -8.566013 1.543930 -4.334401
H -9.001103 3.028450 -3.351801
C 2.193787 -4.490500 -2.118041
C 2.799357 -3.707380 -0.945391
N 2.060067 -3.636460 0.326169
C 2.384257 -4.475450 1.371749
C 1.394697 -4.113000 2.372269
N 0.500397 -3.157230 1.903509
C 0.910667 -2.874900 0.626609
C -0.696943 -2.643420 2.568589
H 1.924987 -5.476870 -1.739981
H 2.891267 -4.571420 -2.951751
H 1.264537 -4.057830 -2.488711
H 2.954997 -2.680240 -1.275331
H 3.841357 -3.998060 -0.811871
H 3.323767 -5.007610 1.394579
H 1.229257 -4.418320 3.394919
H 0.404737 -2.208160 -0.055941
H -1.218643 -3.491070 3.012909
H -1.363453 -2.115370 1.886659
H -0.382363 -1.970770 3.366519
C 3.481287 0.907170 0.048179
C 2.100287 0.539080 -0.246481
O 1.745767 -0.332350 -1.025371
N 1.047267 1.328360 0.610019
H 1.260187 1.128310 1.576839
H 1.090307 2.330840 0.494759
C -0.506893 0.985300 0.332839
H 4.160887 0.244660 -0.487851
H 3.647017 0.908850 1.125509
H 3.656617 1.910540 -0.339891
H -0.706923 -0.078020 0.464939
H -0.695413 1.258580 -0.705371
H -1.175303 1.545160 0.986959
C 5.687227 0.511980 -5.290051
C 4.619727 0.760830 -4.305021
O 4.731987 0.404710 -3.118681
N 3.260947 1.269310 -4.945721
H 3.677757 1.990220 -5.517261
H 2.862827 0.683920 -5.666081
C 2.245667 1.911500 -4.010031
H 6.293887 1.417560 -5.292151
H 5.246767 0.614230 -6.281831
H 6.203507 -0.445990 -5.352081
H 1.632927 1.083700 -3.653111
H 1.709917 2.627150 -4.633661
H 2.739657 2.283810 -3.112551
C -1.756413 1.153540 4.453059
C -2.734433 0.239610 3.639549
O -2.704393 0.164620 2.396139
N -3.695233 -0.617790 4.400619
H -3.090493 -1.079670 5.064739
H -4.345513 0.053920 4.782779
C -4.502463 -1.695670 3.531279
H -2.201553 1.316270 5.434629
H -1.787683 2.152940 4.019099
H -0.718293 0.827670 4.517989
H -5.470413 -1.973640 3.948309
H -3.715033 -2.416480 3.311079
H -4.667013 -1.129280 2.614639
N -3.559433 -2.618350 -2.646131
S -3.436643 -2.362250 -0.976051
O -3.215673 -0.951300 -0.799641
O -2.712233 -3.378380 -0.223451
F -4.952053 -2.634180 -0.587241
S -2.136023 -2.981970 -2.945091
O -1.847923 -4.399630 -3.245741
O -1.047123 -2.216660 -2.303781
F -2.157493 -2.456910 -4.501021
N 5.636857 -4.173770 1.926579
S 6.883767 -4.211320 1.103389
O 8.083907 -4.230030 1.927139
O 6.958607 -3.466680 -0.194971
F 6.747787 -5.747410 0.698549
S 5.631107 -2.556610 2.172469
O 4.863037 -1.690680 1.288319
O 6.786117 -2.005870 2.933679
F 4.623917 -2.660450 3.407729
N 1.107357 4.080340 0.186689
S 2.214017 5.050380 -0.212141
O 1.944687 6.464810 -0.184201
O 3.077977 4.625820 -1.310761
F 3.138907 4.789090 1.137019
S 0.273797 4.181910 -1.251431
O 0.601637 3.034500 -2.054391
O 0.058377 5.468470 -1.828691
F -1.174113 3.779780 -0.718211
N 1.864847 1.061970 3.083849
S 2.826227 0.161830 3.822199
O 2.442127 -0.280570 5.174779
O 4.293587 0.319990 3.582869
F 2.385697 -1.132310 2.909959
S 1.770827 2.350600 4.153579
O 2.830857 3.318910 4.079529
O 1.008797 2.159000 5.360939
F 0.615437 3.108080 3.210209

Cartesian forces, eV/Å:
-1.0 1.0 1.4
0.6 0.4 0.1
-3.3 0.2 -0.8
0.3 -0.7 0.2
1.0 0.4 1.3
-0.1 -2.4 2.8
2.0 2.3 -3.0
-0.5 0.1 0.3
0.9 -0.3 -0.1
0.9 -0.2 -0.5
-0.9 -0.7 -0.4
0.1 0.1 0.0
-0.1 -0.3 -0.1
-0.1 -0.1 -0.2
0.4 -0.3 -0.3
0.1 0.1 -0.2
0.3 0.1 0.2
0.3 0.4 0.0
-0.5 -0.3 -0.5
-0.8 -0.3 1.1
0.5 1.6 -1.5
-2.0 0.3 0.4
-3.6 2.9 2.4
1.2 -0.8 -0.7
2.5 -1.1 -3.2
1.6 -1.6 0.5
0.3 0.0 0.5
0.1 -0.3 -0.3
0.1 0.0 0.3
0.0 0.2 0.1
-0.3 0.2 0.1
-0.2 -0.5 0.9
-0.2 -0.1 0.2
0.5 -0.3 -0.1
0.1 -0.1 -0.1
0.0 0.0 -0.1
0.2 -0.1 -0.1
0.0 0.1 -0.1
0.4 0.3 -0.2
-1.7 -1.5 -1.1
0.0 2.1 1.7
-2.7 -2.4 -2.6
0.3 -0.1 1.2
0.8 0.9 -0.1
1.7 -0.1 -0.4
-0.1 -0.1 0.4
0.3 0.0 0.0
0.0 0.4 0.2
0.3 0.2 0.1
0.2 -0.1 0.1
0.6 0.0 0.3
-0.7 1.4 -2.2
0.4 -4.3 5.1
-1.6 2.5 -4.8
1.8 1.4 1.2
-0.1 0.9 -0.3
-0.2 -1.0 0.2
0.0 -1.3 0.0
0.8 -0.3 0.4
-0.2 -0.1 -0.4
0.1 0.3 1.1
-0.3 0.3 -0.2
-0.1 0.0 0.6
0.1 0.5 -0.5
-2.1 -0.9 -0.3
2.3 1.8 0.8
-0.5 -0.4 -2.4
-1.3 -1.3 -1.0
-0.6 -0.1 0.9
-0.4 -0.4 0.9
1.9 2.5 0.1
0.4 -0.2 0.5
0.2 0.0 -0.3
-0.2 -0.2 0.1
0.6 -0.3 0.5
-0.7 -0.5 0.1
0.0 -0.2 -0.1
-2.3 0.6 4.4
-0.3 -0.1 -0.7
-0.4 -0.9 0.9
-1.0 1.7 -0.8
0.2 0.3 -0.2
6.3 -3.2 -4.9
-0.6 2.4 1.5
-1.9 -0.9 -0.7
0.1 0.4 0.8
-3.1 2.9 0.7
7.5 -2.3 -4.0
-1.1 0.2 -1.5
-0.8 -1.6 3.0
-0.2 -0.1 -0.6
-1.2 4.0 5.6
1.3 -1.6 -0.1
-2.1 -1.3 -3.2
-0.5 -0.4 -0.2
-3.3 -0.3 -2.2
7.1 4.0 1.8
-0.2 -1.4 0.3
-1.1 -0.3 0.9
-1.1 0.1 -1.6
-2.1 -1.5 0.2
0.0 0.4 -0.2
0.3 -0.8 0.1
0.2 0.1 0.3
-1.2 3.9 1.8
5.9 -6.9 2.5
0.5 1.4 -2.4
-4.3 0.2 0.3
0.4 0.5 0.2
-3.2 3.9 -1.3
-0.4 -1.8 0.3
1.4 -0.4 -1.1
0.8 -0.8 0.4

Results
net charge: 0
HOMO energy (spin up / spin down): -5.0 / -8.5 eV
E_tot: -6843.6195 Eh
E_LUMO (spin up / spin down): -1.90 / -1.90 eV
⟨S²⟩: 0.75
multiplicity: 2